Molecular formula: C5H10N2
Method: DFT, ωB97M-V with the def2-TZVPD basis set

Computed properties:
Energy relative to the best compared isomer or geometry (same formula, charge and spin) (kcal/mol): 49.4
Spin multiplicity: 1
E_LUMO (eV): 1.16
Orbital gap (eV): 10.4
E (Eh): -305.945107

Last column: natural (NBO) charge in e.
CARTESIAN COORDINATES (ANGSTROEM)
1 C 1.9287 -0.6628 0.3656  -0.635
2 C 1.4211 0.7613 0.3640  -0.070
3 N 0.7811 1.3075 -0.8375  -0.584
4 C -0.0282 1.0906 0.3578  -0.091
5 C -1.1511 0.0948 0.4722  -0.100
6 C -2.1894 0.0215 -0.5812  -0.256
7 N -1.3374 -1.1325 -0.2944  -0.585
8 H 2.7183 -0.7877 -0.3855  0.213
9 H 1.1315 -1.3816 0.1558  0.214
10 H 2.3535 -0.9245 1.3400  0.222
11 H 2.0918 1.4759 0.8434  0.195
12 H 0.6447 0.5693 -1.5274  0.336
13 H -0.3347 2.0252 0.8283  0.204
14 H -1.4803 -0.0148 1.5054  0.205
15 H -3.2397 -0.0833 -0.3213  0.198
16 H -1.9936 0.5756 -1.4991  0.193
17 H -0.6477 -1.2595 -1.0301  0.343

***

Molecular formula: C29H37O2Si
Method: DFT, ωB97M-V with the def2-TZVPD basis set

Computed properties:
Energy relative to the best compared isomer or geometry (same formula, charge and spin) (kcal/mol): 11.8
Total charge: +1
Spin multiplicity: 1
E_LUMO (eV): -5.33
Orbital gap (eV): 5.9
E (Eh): -1566.985962

Last column: natural (NBO) charge in e.
CARTESIAN COORDINATES (ANGSTROEM)
1 C 1.8491 -1.5018 2.7754  -0.595
2 C 0.3741 -1.3074 3.0719  -0.140
3 C -0.4134 -2.5427 2.6517  -0.594
4 C 0.2230 -1.0574 4.5710  -0.595
5 C -0.1859 -0.1062 2.2948  0.448
6 C 0.5776 0.8318 1.6734  -0.579
7 O -1.5340 -0.1334 2.1927  -0.873
8 Si -2.9397 0.7519 2.4844  1.897
9 C -3.2155 1.8261 0.9976  -1.151
10 C -4.2640 -0.5408 2.6969  -1.143
11 C -2.7823 1.7411 4.0556  -1.152
12 H 2.4428 -0.6657 3.1617  0.206
13 H 2.2139 -2.4221 3.2511  0.225
14 H 2.0175 -1.5899 1.6971  0.198
15 H -1.4635 -2.4675 2.9617  0.227
16 H -0.3709 -2.6742 1.5630  0.205
17 H 0.0140 -3.4425 3.1138  0.216
18 H -0.8278 -0.9134 4.8525  0.214
19 H 0.6155 -1.9160 5.1328  0.219
20 H 0.7902 -0.1662 4.8668  0.213
21 H 0.0933 1.6084 1.0774  0.204
22 H 1.6179 0.9285 1.9717  0.214
23 H -4.1267 2.4233 1.1472  0.250
24 H -2.3700 2.5107 0.8371  0.233
25 H -3.3438 1.2102 0.0951  0.241
26 H -5.2193 -0.0503 2.9310  0.247
27 H -4.3960 -1.1296 1.7791  0.245
28 H -4.0275 -1.2321 3.5184  0.249
29 H -3.7524 2.2221 4.2552  0.251
30 H -2.5318 1.1065 4.9196  0.249
31 H -2.0193 2.5275 3.9639  0.245
32 C 3.0097 6.5013 -1.8963  -0.649
33 C 2.8090 5.0569 -1.5689  0.062
34 C 3.9156 4.2601 -1.2431  -0.219
35 C 3.7445 2.9452 -0.8576  -0.109
36 C 2.4477 2.3503 -0.8101  -0.202
37 C 2.3274 1.0082 -0.3149  0.174
38 C 1.6363 -0.0589 -0.9502  -0.101
39 C 0.4414 0.1038 -1.6976  -0.104
40 C -0.3933 -0.9776 -1.9304  -0.268
41 C 0.0500 -2.2681 -1.6177  0.418
42 O -0.7368 -3.3990 -1.8307  -0.493
43 C -1.1241 -3.7267 -3.1384  0.278
44 C -0.6057 -4.9120 -3.6659  -0.248
45 C -0.7589 -5.1587 -5.0297  -0.185
46 C -1.4532 -4.2494 -5.8360  -0.213
47 C -2.0474 -3.1191 -5.2664  -0.189
48 C -1.9218 -2.8711 -3.8959  -0.270
49 C 1.3015 -2.4790 -1.0210  -0.272
50 C 2.0830 -1.3916 -0.7022  -0.105
51 C 1.3399 3.1633 -1.1654  -0.154
52 C 1.5310 4.4861 -1.5479  -0.159
53 H 2.0820 6.9464 -2.2643  0.229
54 H 3.3350 7.0686 -1.0146  0.246
55 H 3.7895 6.6223 -2.6572  0.240
56 H 4.9166 4.6936 -1.3007  0.237
57 H 4.6042 2.3247 -0.5987  0.225
58 H 3.1366 0.6933 0.3549  0.224
59 H 0.1376 1.0867 -2.0475  0.226
60 H -1.3776 -0.8284 -2.3711  0.243
61 H -0.0550 -5.5885 -3.0111  0.234
62 H -0.3317 -6.0669 -5.4557  0.229
63 H -1.5455 -4.4292 -6.9078  0.229
64 H -2.6187 -2.4177 -5.8760  0.226
65 H -2.4151 -2.0197 -3.4273  0.215
66 H 1.6388 -3.4979 -0.8275  0.255
67 H 3.0588 -1.5390 -0.2334  0.231
68 H 0.3296 2.7588 -1.0998  0.219
69 H 0.6742 5.0995 -1.8376  0.223

***

Molecular formula: C44H32ClNO8P2ReTe
Method: DFT, ωB97M-V with the def2-TZVPD basis set

Computed properties:
Energy relative to the best compared isomer or geometry (same formula, charge and spin) (kcal/mol): 0.0
Spin multiplicity: 4
E_LUMO (alpha / beta) (eV): -0.29 / -1.71
Orbital gap (alpha / beta) (eV): 7.9 / 6.5
Expectation value of S²: 3.771
E (Eh): -3841.700870

Last column: Löwdin spin population.
CARTESIAN COORDINATES (ANGSTROEM)
1 Re -1.0512 -0.0187 -1.3587  2.401
2 O -3.0197 -5.7840 -1.9313  0.005
3 C -2.6874 -4.6305 -1.9480  0.001
4 C -3.4649 -3.3763 -1.4899  0.003
5 O -4.6394 -3.2790 -1.2861  0.009
6 C -2.4947 -2.3170 -1.5085  0.016
7 C -1.2269 -2.6637 -1.9537  0.009
8 O -0.2765 -1.7520 -2.0302  0.097
9 C -1.2547 -4.0569 -2.3504  0.001
10 O -0.3486 -4.6114 -2.9177  0.004
11 O -2.7405 -1.0870 -1.0936  0.149
12 Te 2.8243 -0.6349 2.0533  0.000
13 C 3.6850 -2.4969 1.3579  0.002
14 C 3.2762 -3.7325 1.8391  0.000
15 C 4.1038 -4.8277 1.4995  0.000
16 N 5.2428 -4.7031 0.8256  0.000
17 C 5.6188 -3.5040 0.3710  0.000
18 C 4.8763 -2.3325 0.6145  0.000
19 C 1.2857 -0.1917 0.7771  0.021
20 P -0.4495 -0.5350 1.0290  0.015
21 C -0.8480 -2.2720 1.3863  0.002
22 C 0.0192 -3.2257 0.8338  0.004
23 C -0.1779 -4.5583 1.0475  0.000
24 C -1.2103 -4.9323 1.8773  0.002
25 C -2.0132 -3.9897 2.5774  0.000
26 C -1.8591 -2.6608 2.2851  0.002
27 C -1.2001 0.5056 2.3228  -0.003
28 C -2.5621 0.7195 2.3268  0.000
29 C -3.2042 1.4317 3.3301  0.000
30 C -2.4872 1.9979 4.3676  -0.001
31 C -1.1144 1.7321 4.4610  0.000
32 C -0.4725 0.9476 3.4216  -0.002
33 P 1.3818 0.4696 -0.7753  0.021
34 C 1.6198 2.2994 -1.0151  0.013
35 C 1.8075 3.0789 0.1120  0.004
36 C 2.1536 4.3867 -0.0537  0.001
37 C 2.1057 4.9023 -1.3390  0.005
38 C 1.7795 4.1509 -2.5108  -0.001
39 C 1.6003 2.7686 -2.3131  0.008
40 C 2.8535 -0.0976 -1.6072  0.001
41 C 2.8351 -1.3227 -2.2111  0.000
42 C 3.9172 -1.8082 -2.9235  0.000
43 C 5.0780 -1.0768 -2.9128  0.000
44 C 5.1892 0.1256 -2.2899  0.000
45 C 4.0686 0.6760 -1.6138  0.000
46 H 2.3758 -3.8940 2.4264  0.000
47 H 3.7783 -5.7844 1.8359  0.000
48 H 6.5248 -3.4623 -0.1820  0.000
49 H 5.1407 -1.3707 0.2135  0.000
50 H 0.8873 -2.9584 0.2585  0.001
51 H 0.3980 -5.2864 0.5590  0.000
52 H -1.4818 -5.9550 1.9293  0.000
53 H -2.7630 -4.3381 3.1986  0.000
54 H -2.4877 -1.9178 2.8303  0.000
55 H -3.1571 0.3483 1.5293  0.000
56 H -4.2927 1.5560 3.2702  0.000
57 H -2.8503 2.5561 5.2126  0.000
58 H -0.5077 2.2113 5.2192  0.000
59 H 0.5921 0.7159 3.5091  0.000
60 H 1.9283 2.5723 1.0767  0.001
61 H 2.4456 5.0160 0.7357  0.000
62 H 2.2046 5.9917 -1.5106  0.000
63 H 1.7527 4.6613 -3.4422  0.000
64 H 1.5243 2.0908 -3.1569  0.000
65 H 1.9249 -1.8699 -2.1752  0.000
66 H 3.8098 -2.7072 -3.5095  0.000
67 H 5.9520 -1.4504 -3.4514  0.000
68 H 6.1887 0.5162 -2.1747  0.000
69 H 4.0577 1.6714 -1.1340  0.000
70 C -4.9573 2.1744 -0.5718  0.000
71 C -3.8560 2.9390 0.0711  0.000
72 C -4.1898 3.7978 1.1069  0.000
73 C -3.1697 4.4468 1.7581  0.000
74 Cl -3.5052 5.5848 3.0277  0.000
75 C -1.8215 4.2576 1.4262  0.000
76 C -1.4945 3.4814 0.3466  0.002
77 C -2.5127 2.8138 -0.2707  0.007
78 O -2.1879 1.9131 -1.2973  0.046
79 C -2.0180 2.6509 -2.5048  0.004
80 C -1.4900 1.7811 -3.6045  0.015
81 O -1.2841 2.3253 -4.6609  0.022
82 O -1.2446 0.5701 -3.2552  0.111
83 H -5.7040 1.9163 0.2338  0.000
84 H -4.5474 1.3336 -1.0742  0.000
85 H -5.4096 2.8088 -1.3786  0.000
86 H -5.2538 3.9919 1.3429  0.000
87 H -1.0122 4.7031 1.9932  0.000
88 H -0.5016 3.2782 0.0010  0.000
89 H -1.3227 3.4820 -2.2666  0.001
90 H -2.9816 3.1241 -2.7735  0.000

***

Molecular formula: C10H13Cl9F2O7
Method: DFT, ωB97M-V with the def2-TZVPD basis set

Computed properties:
Spin multiplicity: 1
E_LUMO (eV): 0.32
Orbital gap (eV): 10.9
E (Eh): -5256.957677

Last column: natural (NBO) charge in e.
CARTESIAN COORDINATES (ANGSTROEM)
1 C 5.4490 1.4932 0.6412  -0.133
2 C 5.2948 2.6029 1.6914  0.421
3 O 4.4907 2.0627 2.7241  -0.491
4 C 3.9267 0.8767 2.2341  0.985
5 O 3.0108 0.2982 2.6783  -0.570
6 O 4.5187 0.5252 1.0823  -0.482
7 F 4.5076 3.6176 1.2475  -0.341
8 H 6.4395 0.9726 0.6701  0.210
9 H 5.1209 1.8071 -0.3539  0.227
10 H 6.1362 3.0464 2.2398  0.180
11 C -4.5892 -0.5932 1.7615  -0.149
12 C -5.2654 0.7551 2.0626  0.438
13 O -4.1646 1.6603 1.7989  -0.489
14 C -3.0535 1.0485 1.4243  0.987
15 O -2.0219 1.5547 1.1143  -0.593
16 O -3.1847 -0.3164 1.4796  -0.489
17 F -5.6179 0.9330 3.3500  -0.326
18 H -4.9569 -1.2101 0.9338  0.222
19 H -4.5872 -1.1768 2.6960  0.218
20 H -6.0912 1.2181 1.4750  0.184
21 C -3.4841 1.2380 -2.5663  -0.244
22 O -4.3525 0.7396 -1.6077  -0.729
23 H -3.4164 2.3552 -2.3969  0.164
24 H -2.5470 0.8193 -2.3663  0.177
25 H -3.7597 1.0409 -3.5678  0.166
26 H -5.0970 0.4060 -2.1123  0.466
27 C 0.4327 -1.4219 -6.1159  -0.271
28 Cl 1.6360 -0.2418 -6.5899  0.026
29 Cl 0.9495 -3.0482 -5.7464  0.041
30 Cl -0.8329 -1.4183 -7.4051  -0.014
31 H 0.0438 -1.0510 -5.2149  0.217
32 C -0.3140 -1.0873 -0.2146  -0.295
33 Cl -1.4272 -1.6442 -1.4971  -0.017
34 Cl 1.3542 -1.0084 -0.8154  0.002
35 Cl -0.3821 -2.1302 1.1504  0.046
36 H -0.6328 -0.0930 0.0992  0.262
37 C 3.2216 -2.7992 2.7696  -0.285
38 Cl 4.8669 -2.6038 2.1337  -0.002
39 Cl 3.2582 -3.1532 4.5202  -0.004
40 Cl 2.4796 -4.1979 2.0061  0.014
41 H 2.6410 -1.8766 2.5863  0.272

***

Molecular formula: C2CsF6NO4S2
Method: DFT, ωB97M-V with the def2-TZVPD basis set

Computed properties:
Energy relative to the best compared isomer or geometry (same formula, charge and spin) (kcal/mol): 78.2
Spin multiplicity: 1
E_LUMO (eV): -2.12
Orbital gap (eV): 6.0
E (Eh): -1847.531453

Last column: natural (NBO) charge in e.
CARTESIAN COORDINATES (ANGSTROEM)
1 Cs 1.0001 -13.2657 -12.5293  0.998
2 C 4.3845 -16.6072 -17.4820  0.794
3 F 4.2323 -16.4975 -18.7947  -0.298
4 F 3.1173 -16.7127 -17.0319  -0.333
5 F 5.1207 -17.6434 -17.1484  -0.296
6 S 5.1744 -14.9692 -16.7507  2.036
7 O 5.2628 -15.1297 -15.2959  -0.936
8 O 6.5198 -14.8244 -17.3502  -0.866
9 N 3.9044 -13.7234 -17.1694  -1.141
10 S 4.6628 -12.8896 -18.1740  2.159
11 O 5.7851 -12.1252 -17.5756  -0.948
12 O 4.9471 -13.6128 -19.4228  -0.932
13 C 3.4159 -11.4558 -18.5686  0.750
14 F 2.9862 -10.8592 -17.4157  -0.341
15 F 4.0566 -10.5732 -19.3673  -0.307
16 F 2.2538 -11.9094 -19.1559  -0.339